[1]
13
Properties=species:S:1:pos:R:3:nbo_charge:R:1 method="wB97M-V/def2-TZVPD" charge=+1 total_energy_ha=-174.0441 lumo_energy_ev="-5.93 / -9.25" gap_ev="9.5 / 6.1" multiplicity=2
C 0.3462 -2.2961 -3.4269 -0.8534
H 1.3686 -1.9895 -3.2547 0.2149
H -0.2573 -1.3997 -3.5733 0.2028
H 0.1208 -2.6984 -2.4323 0.2000
H 0.1012 -2.9193 -4.2715 0.2359
C 0.7976 0.3994 1.9004 -0.4693
C -1.2429 1.1930 0.9341 0.0190
N -0.0833 1.4509 1.3770 0.0483
H 1.8428 0.8108 1.9642 0.2774
H 0.8677 -0.2686 1.0618 0.2890
H 0.5123 0.0688 2.8750 0.2671
H -1.9123 2.0923 0.9353 0.2777
H -1.7701 0.3104 0.5777 0.2907

---

[2]
66
Properties=species:S:1:pos:R:3:nbo_charge:R:1 method="wB97M-V/def2-TZVPD" charge=+2 total_energy_ha=-3751.3094 lumo_energy_ev="-5.83 / -5.73" gap_ev="7.8 / 7.5" multiplicity=2
Re -0.1374 0.0931 -0.1512 0.8910
C -1.8718 -0.4742 -2.8496 -0.0832
C -0.5160 -1.0353 -3.1761 -0.0937
O 0.4266 -0.2854 -2.4094 -0.5534
C 1.7934 -0.6741 -2.5724 -0.0851
C 2.0571 -1.9330 -1.7853 -0.1050
O 1.5290 -1.7244 -0.4693 -0.5424
C 1.2761 -2.9342 0.2477 -0.0871
C -0.0260 -3.5443 -0.2035 -0.0938
O -0.9948 -2.5079 -0.1272 -0.5649
C -2.2164 -2.7903 -0.7920 -0.0973
C -2.9335 -1.4755 -0.8842 -0.0795
O -2.0775 -0.4553 -1.4266 -0.5852
H -2.6634 -1.0475 -3.3346 0.2192
H -1.9271 0.5589 -3.1885 0.2100
H -0.3104 -0.8992 -4.2420 0.2208
H -0.4457 -2.0992 -2.9402 0.1818
H 2.3856 0.1522 -2.1859 0.2206
H 2.0256 -0.8092 -3.6309 0.2212
H 3.1353 -2.1095 -1.7342 0.2247
H 1.5964 -2.8062 -2.2527 0.1906
H 2.0960 -3.6455 0.1225 0.2201
H 1.2266 -2.6546 1.2994 0.2150
H -0.2980 -4.3882 0.4378 0.2145
H 0.0339 -3.9126 -1.2337 0.1848
H -2.8256 -3.5093 -0.2336 0.2162
H -2.0196 -3.2174 -1.7817 0.1878
H -3.2005 -1.1163 0.1065 0.2135
H -3.8454 -1.5541 -1.4793 0.2186
N -0.6585 4.0599 -2.4773 -0.7487
C -1.1028 3.0384 -1.7521 0.6837
O -0.3747 2.0667 -1.5130 -0.6870
C -2.5448 3.1130 -1.3171 -0.6388
I -2.7419 2.3190 0.6236 0.2691
H 0.2851 4.0391 -2.8353 0.4284
H -1.2390 4.8513 -2.7009 0.4240
H -3.1599 2.5031 -1.9758 0.2645
H -2.9297 4.1278 -1.2947 0.2619
C -2.1238 -1.7701 2.5463 -0.9487
As -0.7452 -0.4386 2.2472 1.1264
C -1.4137 0.9319 3.4569 -0.9530
C 0.7194 -1.2471 3.2277 -0.9446
H -2.1460 -1.9638 3.6187 0.2523
H -1.8948 -2.6900 2.0154 0.2391
H -3.0999 -1.3925 2.2464 0.2368
H -0.8787 0.8528 4.4017 0.2563
H -2.4716 0.7424 3.6369 0.2460
H -1.2760 1.9323 3.0649 0.2490
H 0.6091 -1.0233 4.2874 0.2574
H 1.6740 -0.8705 2.8688 0.2440
H 0.6778 -2.3275 3.0961 0.2344
C 1.2653 2.5675 2.1292 -0.6003
C 2.1766 1.9311 1.0867 -0.1666
C 2.4367 2.9594 -0.0332 -0.5913
C 3.5174 1.5426 1.7212 -0.5983
C 1.5710 0.7077 0.4383 -0.1908
H 1.0673 1.8838 2.9559 0.1995
H 0.3182 2.8735 1.6813 0.2038
H 1.7415 3.4548 2.5479 0.2361
H 1.5029 3.3027 -0.4756 0.2036
H 3.0687 2.5455 -0.8217 0.2097
H 2.9564 3.8167 0.3964 0.2360
H 3.3966 0.7510 2.4643 0.2054
H 3.9595 2.4021 2.2261 0.2337
H 4.2243 1.1949 0.9662 0.2142
H 2.3611 0.0109 0.1153 0.1732

---

[3]
28
Properties=species:S:1:pos:R:3:nbo_charge:R:1 method="wB97M-V/def2-TZVPD" charge=-1 total_energy_ha=-762.8402 lumo_energy_ev=3.03 gap_ev=6.8
I -0.3829 0.8366 2.5741 -0.9964
C -5.1329 -2.4254 1.7273 -0.6370
C -4.1236 -3.5466 1.8342 -0.0499
O -3.3982 -3.3953 2.9423 -0.7050
H -5.8544 -2.2828 2.5318 0.2046
H -5.7658 -2.6604 0.8716 0.1925
H -4.6216 -1.4744 1.5779 0.2165
H -3.5364 -3.6007 0.9175 0.1440
H -4.5495 -4.5496 1.8076 0.1522
H -2.8544 -2.6231 2.7702 0.4810
C 0.6386 -0.3859 -3.2609 -0.6391
C -0.7480 -0.9366 -2.9135 -0.0674
O -1.5464 0.1212 -2.4554 -0.7377
H 0.4886 0.1242 -4.2125 0.1989
H 1.3977 -1.1111 -3.5542 0.1985
H 1.0190 0.2647 -2.4734 0.2231
H -0.7168 -1.5323 -2.0012 0.1695
H -1.3389 -1.2996 -3.7544 0.1713
H -1.3525 0.2875 -1.5300 0.4812
C 5.4394 2.9815 1.2009 -0.6311
C 4.5391 3.7102 0.1739 -0.0572
O 3.2666 3.9995 0.8227 -0.7303
H 4.7280 2.3443 1.7262 0.2193
H 5.8195 3.7401 1.8852 0.2010
H 6.2488 2.5463 0.6148 0.1972
H 4.3923 3.1102 -0.7242 0.1545
H 5.1258 4.5906 -0.0882 0.1638
H 2.8189 3.1669 0.9898 0.4820

---

[4]
62
Properties=species:S:1:pos:R:3:nbo_charge:R:1 method="wB97M-V/def2-TZVPD" charge=0 total_energy_ha=-2832.6641 lumo_energy_ev="0.51 / 0.42" gap_ev="4.5 / 6.1" multiplicity=6
P -0.4349 -1.6158 -5.3152 1.0371
P 0.3244 2.0326 -5.3076 1.0454
C -0.5209 -0.3892 -6.7470 -0.7451
C 0.4302 0.8555 -6.7459 -0.7201
H -1.5742 -0.0624 -6.8806 0.2230
H -0.2317 -1.0668 -7.5800 0.2132
H 1.4782 0.5391 -6.8935 0.2356
H 0.1252 1.5315 -7.5628 0.2178
C -1.3348 2.7320 -5.5118 -0.9763
H -1.5570 3.3669 -4.6483 0.2509
H -2.0999 1.9525 -5.6149 0.2466
H -1.3093 3.3399 -6.4253 0.2222
C 1.4272 3.4481 -5.5208 -0.9597
H 1.0651 3.9959 -6.4008 0.2169
H 2.4580 3.0903 -5.6737 0.2460
H 1.3648 4.0828 -4.6250 0.2452
C -1.4043 -3.0858 -5.7646 -0.9608
H -1.3059 -3.8241 -4.9545 0.2492
H -0.9550 -3.4759 -6.6903 0.2068
H -2.4613 -2.8179 -5.9274 0.2382
C 1.2571 -2.2083 -5.5138 -0.9832
H 1.9969 -1.4057 -5.5481 0.2324
H 1.2949 -2.7373 -6.4681 0.2076
H 1.4865 -2.8924 -4.6984 0.2538
Mn 0.3336 0.0647 -1.0284 1.0854
C 0.4114 2.2024 -2.9030 -0.1827
C -0.9214 1.7139 -2.7340 -0.3957
C -1.4872 0.5017 -3.4095 -0.5564
C -1.7692 -0.8939 -2.7470 -0.4480
C -0.6299 -1.8998 -3.0321 -0.3442
C 0.7189 -1.3802 -2.8079 -0.7169
C 1.4077 -0.1162 -3.4419 -0.5164
C 1.5840 1.1678 -2.6414 -0.4876
C 0.3838 -1.1145 0.4699 -1.0478
H 0.6690 3.2599 -2.6136 0.2241
H -1.6992 2.4542 -2.5071 0.2130
H -0.7888 0.3466 -4.2459 0.2780
H -2.3912 0.7171 -4.0002 0.2159
H -2.0826 -0.7353 -1.6729 0.2018
H -2.6499 -1.2409 -3.3447 0.2133
H -0.8792 -2.9798 -2.7806 0.2192
H 1.5012 -2.1639 -2.7002 0.2100
H 0.8423 0.1391 -4.3507 0.2482
H 2.4189 -0.3341 -3.8659 0.2140
H 1.8202 0.9590 -1.5172 0.1520
H 2.5491 1.5920 -3.0200 0.2411
H 1.3151 -0.9118 1.0017 0.2185
H 0.5218 -1.9653 -0.2145 0.2266
H -0.5116 -1.2745 1.0685 0.2255
C -1.4185 0.9635 2.2756 -1.1008
Si -0.0301 1.4100 1.0511 1.1563
C -0.5065 3.1514 0.4706 -1.1126
C 1.5610 1.6130 1.9992 -1.1255
H -2.4113 1.0977 1.8117 0.2338
H -1.3233 1.6755 3.1132 0.2261
H -1.3216 -0.0608 2.6695 0.2301
H -0.5190 3.7458 1.3984 0.2161
H 0.2315 3.5818 -0.2222 0.2188
H -1.5112 3.1755 0.0209 0.2318
H 1.3399 2.2772 2.8426 0.2293
H 1.9548 0.6732 2.3934 0.2329
H 2.3295 2.0919 1.3848 0.2301

---

[5]
116
Properties=species:S:1:pos:R:3:mulliken_charge:R:1 method="wB97M-V/def2-TZVPD" charge=-2 total_energy_ha=-3493.4418 lumo_energy_ev=3.88 gap_ev=4.8
Rb -0.3786 -1.0186 -0.6987 0.6958
C 0.0290 4.0660 1.6838 -1.3183
C -1.3313 3.8094 2.3245 2.8085
C -2.1347 2.9016 1.3825 -2.5237
C -2.1024 5.1324 2.4548 -1.9263
P -1.3564 2.9939 4.0284 -0.6959
C -1.0927 1.1516 3.7602 -0.9946
N 0.1837 0.5667 3.4335 -0.2978
B 0.8493 0.5495 2.1024 1.4131
N 2.1288 -0.1161 2.4948 -0.2199
C 3.2789 -0.5131 1.7064 -2.2973
P 3.3097 0.0483 -0.0642 1.2127
C 4.4272 -1.3166 -0.7463 1.8644
C 3.5022 -2.5360 -0.8729 -1.4672
C 5.6556 -1.7221 0.0727 -1.7783
C 4.8541 -0.9361 -2.1686 -1.9819
C 4.3061 1.6605 0.0729 2.4481
C 3.5375 2.5480 1.0630 -2.1152
C 5.7562 1.5699 0.5399 -2.1526
C 4.2621 2.3614 -1.2914 -1.9566
C 2.1348 -0.4974 3.8233 0.4093
C 3.0803 -1.1862 4.5666 -0.3552
C 2.8063 -1.4763 5.9081 -0.8607
C 1.6038 -1.0913 6.4792 -1.0030
C 0.6479 -0.3924 5.7335 -1.0939
C 0.9176 -0.0837 4.4092 0.4262
C 0.1156 3.6321 5.0297 2.3982
C -0.0676 3.0307 6.4303 -1.8526
C 1.5355 3.3180 4.5459 -1.5447
C -0.0274 5.1522 5.1696 -2.1696
H -0.1191 4.4612 0.6723 0.3929
H 0.5847 3.1284 1.5970 -0.4485
H 0.6155 4.8046 2.2332 0.3608
H -2.3904 3.4719 0.4818 0.6542
H -3.0741 2.5592 1.8252 0.5357
H -1.5504 2.0275 1.0904 0.0543
H -2.2001 5.5902 1.4635 0.4344
H -1.5990 5.8492 3.1040 0.3732
H -3.1056 4.9607 2.8522 0.4222
H -1.8245 0.9008 2.9921 0.4581
H -1.4773 0.7004 4.6773 0.4761
H 3.3361 -1.6076 1.6762 1.0497
H 4.1997 -0.1825 2.2061 0.3820
H 3.1004 -2.8535 0.0951 0.2633
H 4.0738 -3.3792 -1.2790 0.5517
H 2.6680 -2.3345 -1.5493 0.0847
H 5.3993 -2.0137 1.0936 0.2248
H 6.4040 -0.9350 0.1203 0.2620
H 6.1216 -2.5924 -0.4055 0.5535
H 3.9923 -0.6473 -2.7756 0.2768
H 5.3115 -1.8052 -2.6538 0.5393
H 5.5895 -0.1285 -2.1715 0.3008
H 3.6225 2.1863 2.0900 0.2947
H 2.4740 2.5737 0.8227 0.0064
H 3.9372 3.5689 1.0214 0.6635
H 5.8552 1.0099 1.4719 0.2825
H 6.1401 2.5815 0.7205 0.5064
H 6.3943 1.1055 -0.2138 0.4087
H 3.2333 2.5641 -1.5912 0.3704
H 4.7509 1.7752 -2.0715 0.2573
H 4.7780 3.3266 -1.2188 0.5440
H 4.0124 -1.5105 4.1198 0.4989
H 3.5365 -2.0181 6.4974 0.3704
H 1.3942 -1.3361 7.5142 0.3608
H -0.2959 -0.1238 6.1931 0.4549
H 0.0300 1.9455 6.4145 0.3145
H -1.0457 3.2896 6.8435 0.4245
H 0.7083 3.4175 7.1008 0.4391
H 1.7004 2.2554 4.3919 -0.0200
H 2.2461 3.6657 5.3072 0.6516
H 1.7701 3.8296 3.6149 0.2746
H -1.0328 5.4323 5.4963 0.4008
H 0.1901 5.6695 4.2351 0.3646
H 0.6884 5.5102 5.9194 0.4815
O -4.9778 -1.4187 0.7289 -0.7333
Cl -3.8389 -1.2921 -0.1371 1.5980
O -4.1835 -1.7926 -1.4672 -0.8174
O -2.7299 -2.0676 0.3775 -0.7082
O -3.4368 0.0940 -0.2493 -0.4686
C -0.2032 1.1941 -3.9595 -0.8298
N -0.6056 1.3368 -2.5582 1.0205
C 0.4388 2.0782 -1.8493 0.4989
N 0.6512 3.4135 -2.4368 0.3412
C 1.0139 3.2290 -3.8452 -0.6945
N -0.0108 2.5052 -4.6046 0.0860
C -1.2658 3.2516 -4.4918 -0.7330
N -1.6995 3.4366 -3.1050 0.0193
C -1.8499 2.1005 -2.4997 -0.4856
C -0.6249 4.1327 -2.3892 -0.1605
H -0.9759 0.6421 -4.4985 0.1305
H 0.7265 0.6244 -4.0077 0.0637
H 1.3664 1.5052 -1.9092 0.1449
H 0.1739 2.1751 -0.7914 -0.8729
H 1.9499 2.6679 -3.8959 0.2939
H 1.1637 4.2112 -4.3041 0.4004
H -2.0453 2.7105 -5.0337 0.3942
H -1.1334 4.2352 -4.9534 0.3525
H -2.6272 1.5539 -3.0382 0.2504
H -2.1637 2.2005 -1.4602 -0.2699
H -0.9210 4.2500 -1.3467 -0.1862
H -0.4920 5.1241 -2.8334 0.4188
O -1.7421 -1.8413 -2.8829 0.5498
C -1.6151 -2.3177 -4.1438 0.5147
C -2.7668 -2.6850 -4.8470 -0.9481
C -2.6886 -3.1508 -6.1473 -0.4009
C -1.4523 -3.2443 -6.7719 -0.6979
C -0.3151 -2.8672 -6.0707 -0.5954
C -0.3533 -2.4078 -4.7573 0.1996
C 1.0027 -2.0433 -4.0989 0.1276
O 1.9699 -1.9585 -4.8788 -0.8348
O 1.0092 -1.8774 -2.8532 -0.3182
H -2.6693 -1.8994 -2.5768 0.0343
H -3.7258 -2.5993 -4.3459 0.4854
H -3.5956 -3.4338 -6.6704 0.3787
H -1.3761 -3.6009 -7.7924 0.3531
H 0.6660 -2.9094 -6.5257 0.4759

---

[6]
31
Properties=species:S:1:pos:R:3:nbo_charge:R:1 method="wB97M-V/def2-TZVPD" charge=0 total_energy_ha=-837.8434 lumo_energy_ev=0.25 gap_ev=8.4
C 0.2562 -0.2136 -0.0362 -0.2255
C 1.3483 -1.0682 -0.0353 0.7107
C 0.1710 0.4397 1.2906 -0.3956
C -0.8068 1.5303 1.3966 -0.0820
C -2.1628 1.2777 0.9918 -0.1925
C -0.2835 2.7133 1.3157 -0.1976
C -3.0371 2.3326 0.8829 -0.2838
C -1.0380 3.8237 1.0736 -0.2831
C -2.5043 3.6873 0.9899 0.3159
C 2.7553 -2.7998 -1.3137 -0.3713
C 2.0162 -3.8209 -2.0827 0.7524
H -0.5286 -2.1700 0.1822 0.3986
H -1.2573 -1.2137 -1.3951 0.3985
H 0.3462 0.5676 -0.8474 0.2134
H -0.3289 -0.4320 1.9517 0.2394
H 1.2654 0.7650 1.8610 0.2405
H -2.6214 0.3693 0.5355 0.2555
H 0.8324 2.6094 1.1863 0.2132
H -4.1803 2.3123 0.4648 0.2016
H -0.6219 4.8401 1.0586 0.2247
H -4.3215 4.3457 1.0245 0.4815
H 1.5284 -1.3139 -2.2081 0.3990
H 2.9350 -3.1242 -0.1608 0.2892
H 3.7565 -2.5351 -1.6855 0.2014
H 3.6608 -4.6993 -2.3978 0.4843
N -0.9302 -1.0221 -0.2749 -0.8351
N 2.0099 -1.6257 -1.3073 -0.6482
O 1.6600 -1.6226 1.0467 -0.6108
O -3.3965 4.7691 0.9296 -0.6740
O 0.7451 -3.7910 -1.9276 -0.5727
O 2.7322 -4.9309 -2.5097 -0.6476

---

[7]
14
Properties=species:S:1:pos:R:3:nbo_charge:R:1 method="wB97M-V/def2-TZVPD" charge=0 total_energy_ha=-2905.3775 lumo_energy_ev=0.66 gap_ev=11.2 smiles=BrB1OCCO1.C#C
B -0.0594 1.5505 -0.4510 0.8754
C -1.9764 -1.8374 0.7333 -0.2598
C -2.5089 -0.9483 0.1043 -0.2250
C 1.0892 -0.3207 -0.5909 -0.0974
C 1.6227 0.5435 0.6090 -0.0915
O 0.1162 0.4553 -1.2206 -0.6767
O 0.7016 1.6107 0.6918 -0.6766
Br -1.4484 2.5408 -1.0610 -0.0705
H -1.5198 -2.5991 1.3192 0.2349
H -2.8689 -0.2579 -0.6301 0.2460
H 1.9105 -0.6395 -1.2262 0.1901
H 0.5753 -1.2685 -0.1977 0.1828
H 1.7657 0.0610 1.5870 0.1987
H 2.6007 1.1096 0.3328 0.1698

---

[8]
44
Properties=species:S:1:pos:R:3:nbo_charge:R:1 method="wB97M-V/def2-TZVPD" charge=+3 total_energy_ha=-1758.0850 lumo_energy_ev=-11.05 gap_ev=7.0
Zr 10.6315 8.5659 8.0798 2.0263
C 9.3771 12.1448 5.4829 -0.7153
C 9.4410 10.9304 6.3968 0.4266
N 10.5794 10.3204 6.7480 -0.4490
N 11.7938 11.0085 6.5641 -0.4130
C 12.9118 10.6798 7.1997 0.3518
N 14.0064 11.4464 6.9448 -0.7053
S 13.1448 9.3241 8.2593 -0.1352
C 8.2816 10.3289 6.9716 0.0758
C 6.9869 10.8889 7.0226 -0.1350
C 5.9503 10.1586 7.5838 -0.0946
C 6.2108 8.8843 8.0972 -0.1706
C 7.5071 8.3613 7.9728 0.1061
N 8.5476 9.0722 7.4845 -0.5666
H 10.2250 12.0637 4.7954 0.2490
H 9.4570 13.1234 5.9739 0.2989
H 8.4483 12.1135 4.8957 0.2942
H 11.7407 11.8345 5.9731 0.4275
H 13.9251 12.1363 6.2177 0.4216
H 14.9181 11.1961 7.2910 0.4571
H 6.8458 11.8999 6.6378 0.2651
H 4.9443 10.5937 7.5986 0.2823
H 5.4473 8.3200 8.6272 0.2804
H 7.7820 7.3533 8.2038 0.2490
O 10.2271 8.7588 9.9827 -0.9716
S 11.2158 7.9545 10.9908 1.1662
C 11.8994 9.2322 12.0972 -0.5534
C 11.3895 8.9611 13.5227 -0.4222
C 10.0204 8.2280 13.4092 -0.4231
C 10.0034 7.3131 12.1809 -0.5571
H 11.5663 10.1900 11.7059 0.2703
H 12.9849 9.1355 11.9861 0.2758
H 11.3168 9.9121 14.0726 0.2772
H 12.1126 8.3464 14.0800 0.2490
H 9.2232 8.9713 13.2833 0.2311
H 9.7359 7.6937 14.3021 0.2777
H 8.9995 7.2332 11.7062 0.2842
H 10.3800 6.3132 12.4177 0.2712
C 11.9108 5.1105 7.8793 -0.7412
C 10.9851 6.2760 7.8544 0.2882
O 9.7193 6.3924 7.7327 -0.5917
H 11.3723 4.1721 7.8857 0.2726
H 12.4695 5.2045 8.8170 0.2702
H 12.6089 5.1429 7.0403 0.2995